ORCA calculation (ωB97M-V with the def2-TZVPD basis set) on C43H36MnN2O4P2S3 as an isolated structure in a non-equilibrium geometry.

The calculated total energy comes out at -5098.7669 a.u. The multiplicity is 5. The max |F| comes out at 5.08 eV/A. The value obtained for the LUMO energy (alpha / beta) is 0.0509 / 0.0418 Ha. Its net charge is -1. The HOMO energy (alpha / beta) comes out at -3.04 / -3.05 eV.

Structure (XYZ):
```
91
C43H36MnN2O4P2S3 ωB97M-V with the def2-TZVPD basis set
Mn 0.90 -1.19 -1.31
S -0.07 -1.96 0.55
P -2.11 -1.58 0.29
C -2.56 -0.14 0.95
P -2.43 1.30 1.78
S -1.00 1.65 3.11
C -4.02 1.39 2.67
C -5.25 1.18 2.02
C -6.47 1.38 2.66
C -6.48 1.61 4.06
C -5.29 1.86 4.68
C -4.06 1.83 3.98
C -2.49 2.69 0.63
C -3.11 2.47 -0.61
C -3.31 3.53 -1.51
C -3.20 4.88 -1.07
C -2.52 5.06 0.18
C -2.17 4.01 1.00
C -2.29 -1.35 -1.54
C -3.18 -1.99 -2.35
C -3.08 -1.81 -3.75
C -2.02 -1.08 -4.34
C -1.13 -0.39 -3.48
C -1.43 -0.39 -2.11
C -3.20 -2.97 0.75
C -4.45 -2.78 1.41
C -5.48 -3.70 1.18
C -5.24 -4.89 0.42
C -3.93 -5.13 0.01
C -2.90 -4.19 0.19
H -5.30 0.86 0.96
H -7.33 1.26 2.08
H -7.45 1.75 4.60
H -5.34 2.10 5.73
H -3.12 2.21 4.42
H -3.38 1.46 -0.86
H -3.64 3.40 -2.56
H -3.55 5.74 -1.61
H -2.36 6.10 0.45
H -1.62 4.22 1.90
H -4.02 -2.63 -1.95
H -3.96 -2.10 -4.36
H -1.92 -1.18 -5.43
H -0.26 0.03 -3.87
H -1.13 0.46 -1.48
H -4.57 -1.91 2.06
H -6.40 -3.49 1.68
H -6.09 -5.55 0.19
H -3.52 -6.06 -0.31
H -1.82 -4.36 -0.02
C 4.90 4.45 3.12
C 4.33 3.59 2.03
C 4.60 2.23 1.94
C 3.68 1.27 1.28
C 3.11 1.96 0.09
C 2.80 3.32 0.17
C 3.37 4.14 1.20
S 2.43 1.33 -1.46
O 0.94 1.43 -1.46
O 3.12 2.00 -2.52
N 2.75 -0.24 -1.35
C 3.85 -0.92 -1.80
C 5.17 -0.52 -2.01
C 6.08 -1.46 -2.62
C 5.70 -2.65 -3.17
C 4.35 -3.12 -2.97
C 3.90 -4.47 -3.18
C 2.67 -4.89 -2.62
C 1.98 -3.99 -1.75
N 2.32 -2.68 -1.64
C 3.53 -2.29 -2.10
H 5.66 3.90 3.68
H 4.08 4.84 3.81
H 5.35 5.36 2.77
H 5.54 1.84 2.39
H 2.77 1.05 1.92
H 2.07 3.72 -0.54
H 3.09 5.17 1.31
H 5.43 0.49 -1.70
H 7.15 -1.20 -2.61
H 6.41 -3.13 -3.90
H 4.52 -5.06 -3.92
H 2.27 -5.89 -2.80
H 1.07 -4.27 -1.16
C 6.37 -1.22 1.38
O 5.65 -0.01 1.09
C 4.31 -0.12 1.23
O 3.73 -1.17 1.40
H 6.95 -0.97 2.31
H 7.13 -1.37 0.58
H 5.64 -2.07 1.50
```

---

ORCA calculation (ωB97M-V with the def2-TZVPD basis set) on a 2-piece molecular cluster, C2H5O2S2 overall in a non-equilibrium geometry.

The calculated total energy comes out at -1026.0814 a.u. The multiplicity is 1. The max |F| comes out at 3.63 eV/A. The value obtained for the LUMO energy is 0.1008 Ha. Its net charge is -1. The HOMO energy comes out at -4.06 eV.

Structure (XYZ):
```
11
C2H5O2S2 ωB97M-V with the def2-TZVPD basis set
C -0.82 -0.40 0.46
S -2.52 -0.31 -0.13
S -3.40 0.21 1.64
H -0.63 -1.51 0.79
H -0.19 0.06 -0.29
H -0.64 0.22 1.35
H -2.46 -0.65 2.15
O 3.36 -0.27 -2.08
C 2.67 0.62 -1.57
O 1.36 0.84 -1.47
H 3.27 1.20 -0.84
```